No. 1
ORCA calculation (ωB97M-V/def2-TZVPD) on a cluster of 14 separate species, H28O14 in total in a non-equilibrium geometry.

Properties
Frontier orbital gap   0.35077 Eh
2S+1   1
E_HOMO   -9.65 eV
Energy   -1070.0046 Eh
LUMO level   -0.106 eV
Total charge   0

Each line ends with the Mulliken charge.
Geometry (Å):
O -0.39931 -1.20386 1.93383  -0.634
H 0.19769 -1.53586 2.57283  0.301
H -0.68931 -2.02186 1.61283  0.256
O 2.69369 1.71214 -1.54217  -0.650
H 1.76769 1.90414 -1.80417  0.271
H 2.66569 1.09614 -0.85917  0.488
O -1.67131 -1.84586 -1.96917  -0.629
H -2.19431 -2.33986 -2.83117  0.280
H -1.60631 -0.95986 -1.95117  0.371
O -2.40231 1.13614 -2.39417  -0.583
H -2.36731 1.83414 -2.85617  0.201
H -2.60831 1.34314 -1.56617  0.299
O -1.67031 -3.44586 0.52883  -0.731
H -1.91031 -2.73086 -0.10217  0.302
H -2.06431 -4.28686 0.21383  0.297
O -0.09731 2.40914 -2.05217  -0.641
H -0.91831 1.86914 -2.06117  0.398
H -0.18431 3.39514 -2.33417  0.263
O -1.58831 1.66414 1.85783  -0.532
H -1.70931 2.56114 1.61083  0.242
H -1.48231 1.76514 2.86283  0.307
O 2.93569 -0.28586 0.38183  -0.687
H 2.43269 -0.01186 1.12583  0.352
H 2.52969 -1.02586 0.30183  0.353
O 1.48669 -1.38686 -2.44417  -0.697
H 0.79269 -1.26486 -1.69017  0.358
H 1.47869 -0.63586 -3.01117  0.271
O -0.02231 -0.29086 -0.54817  -0.116
H -0.12331 0.52814 -0.32717  0.026
H -0.00331 -0.82886 0.29683  0.308
O 1.48169 3.81314 0.47583  -0.671
H 2.41669 4.11014 0.58983  0.302
H 1.38369 3.02514 0.04083  0.361
O 1.28869 1.13014 1.89283  -0.558
H 1.24369 1.86014 2.53683  0.285
H 0.36569 0.81614 2.04283  0.218
O 1.75569 -2.74186 0.38683  -0.527
H 2.00469 -3.07986 -0.46017  0.242
H 1.92169 -3.47786 0.86083  0.205
O -2.42031 -0.62486 3.24283  -0.715
H -3.08931 -1.20886 2.74283  0.281
H -1.62131 -0.73786 2.69183  0.534


No. 2
ORCA calculation (ωB97M-V/def2-TZVPD) on a cluster of 14 separate species, H28O14 in total in a non-equilibrium geometry.

Properties
Frontier orbital gap   0.38253 Eh
2S+1   1
E_HOMO   -10.76 eV
Energy   -1070.1329 Eh
LUMO level   -0.349 eV
Total charge   0

Each line ends with the Mulliken charge.
Geometry (Å):
O 1.13891 14.15305 -7.64473  -0.564
H 0.76557 14.78418 -8.28607  0.318
H 1.73356 14.73843 -7.13853  0.296
O 3.99577 13.99113 -8.90495  -0.732
H 4.82296 14.27703 -9.27810  0.117
H 3.34606 14.69012 -9.12802  0.302
O 6.42129 9.03651 -7.14751  -0.685
H 6.69118 9.24622 -6.29186  0.322
H 5.61272 9.57850 -7.29073  0.419
O 7.50783 14.12348 -5.30164  -0.636
H 7.02390 13.32214 -5.15397  0.294
H 7.16153 14.62092 -6.04618  0.346
O 2.72401 16.04585 -6.01628  -0.687
H 2.60022 16.98991 -5.91075  0.288
H 3.58763 15.80772 -5.72691  0.432
O 1.95958 12.54986 -9.85867  -0.652
H 2.70057 13.08775 -9.68489  0.430
H 1.57224 12.39194 -9.00757  0.308
O 6.99703 11.88627 -7.53829  -0.460
H 7.89543 12.18577 -7.61405  0.244
H 6.98656 10.94147 -7.70515  0.259
O 4.34441 10.66382 -4.96750  -0.630
H 4.84141 11.29443 -5.41654  0.196
H 3.56152 11.22053 -4.81163  0.359
O 4.78867 12.79126 -6.59376  -0.254
H 4.28322 13.32717 -7.25678  0.262
H 5.51544 12.49484 -7.13165  0.263
O 6.57484 15.10273 -7.87595  -0.586
H 6.47283 14.30633 -8.45240  0.285
H 5.92900 15.77009 -8.21999  0.352
O 4.14755 13.45645 -3.68237  -0.571
H 4.90944 12.88584 -3.79614  0.318
H 4.30247 14.12886 -3.01322  0.270
O 5.18154 15.88209 -5.36418  -0.693
H 5.79157 16.17020 -4.63518  0.326
H 5.26689 14.94660 -5.42053  0.224
O 6.61030 13.41636 -10.10274  -0.643
H 6.06947 12.67146 -10.04069  0.306
H 7.49113 13.09309 -10.18646  0.298
O 4.23514 10.60488 -7.92871  -0.676
H 4.47648 10.80686 -8.84243  0.335
H 4.06300 11.48408 -7.51579  0.303


No. 3
ORCA calculation (ωB97M-V/def2-TZVPD) on a cluster of 14 separate species, H28O14 in total in a non-equilibrium geometry.

Properties
Frontier orbital gap   0.34370 Eh
2S+1   1
E_HOMO   -9.91 eV
Energy   -1070.0592 Eh
LUMO level   -0.559 eV
Total charge   0

Each line ends with the Mulliken charge.
Geometry (Å):
H -2.08556 0.80756 -0.27758  0.255
H -0.64558 0.50034 0.09941  0.253
H 1.32183 -1.32612 0.73720  0.420
H 2.30432 -2.48518 0.77385  0.268
H 0.85037 0.38079 4.43023  0.320
H 0.44284 1.84193 4.33520  0.319
H -0.56926 -2.25236 -0.52430  0.252
H 0.38996 -1.15954 -0.96664  0.323
H -4.04069 -1.10474 1.90773  0.268
H -4.72079 -2.46048 1.81037  0.359
H -4.30546 -2.03297 -0.48313  0.283
H -5.51722 -2.61959 -1.18851  0.319
H -1.92956 3.15823 2.34219  0.293
H -0.56796 2.77557 2.89865  0.228
H 1.77425 -2.94814 -1.16584  0.238
H 2.83002 -2.04648 -1.78422  0.289
H 4.30708 1.99828 -0.69014  0.369
H 3.23139 2.26139 0.35086  0.282
H -2.18593 -1.71109 -3.40067  0.306
H -1.51818 -2.72653 -4.31338  0.282
H -1.21551 -0.97908 2.02363  0.261
H -0.69387 0.42614 2.27519  0.372
H 3.78034 2.66599 -2.77879  0.316
H 2.47902 2.25095 -2.11218  0.303
H 0.76773 4.75452 0.07190  0.262
H 1.41150 3.43694 -0.32760  0.249
H 0.75797 -1.29295 -3.67779  0.321
H 1.03950 -2.32586 -4.75663  0.265
O -1.25558 1.23413 -0.03639  -0.529
O 1.96575 -1.75873 1.30923  -0.590
O 1.07416 1.20460 3.98274  -0.625
O -0.40844 -1.30521 -0.44671  -0.645
O -4.57187 -1.72684 2.41748  -0.613
O -4.90336 -2.78872 -0.46493  -0.616
O -1.01381 3.45623 2.38202  -0.574
O 1.87870 -2.20012 -1.76462  -0.543
O 3.94044 2.69643 -0.13593  -0.629
O -1.44255 -2.32324 -3.44124  -0.574
O -0.91272 -0.39574 2.72863  -0.584
O 3.39029 1.96577 -2.24349  -0.644
O 1.06830 3.91431 0.43616  -0.506
O 1.47910 -1.69629 -4.17406  -0.606


No. 4
ORCA calculation (ωB97M-V/def2-TZVPD) on a cluster of 14 separate species, H28O14 in total in a non-equilibrium geometry.

Properties
Frontier orbital gap   0.40519 Eh
2S+1   1
E_HOMO   -10.98 eV
Energy   -1070.1903 Eh
LUMO level   0.042 eV
Total charge   0

Each line ends with the Mulliken charge.
Geometry (Å):
O -1.52310 2.87805 -0.00750  -0.724
H -2.33010 2.75505 0.52850  0.364
H -1.41810 1.95705 -0.21850  0.136
O 0.55590 0.11405 -3.37850  -0.683
H 0.80090 -0.41095 -4.14250  0.300
H 0.16890 -0.44495 -2.73650  0.298
O -1.61710 0.16505 2.51750  -0.685
H -1.70910 1.09505 2.74450  0.302
H -0.69610 -0.02695 2.64750  0.273
O 0.68990 2.68205 2.23150  -0.631
H -0.04510 2.73405 1.58550  0.328
H 0.50790 3.25305 2.96850  0.265
O 2.46490 -1.66495 -1.08350  -0.706
H 2.90390 -1.77995 -0.26050  0.299
H 2.39090 -0.70595 -1.22250  0.412
O 1.10090 0.15205 3.43450  -0.727
H 0.94990 0.98405 2.98050  0.391
H 1.27890 -0.46895 2.75650  0.347
O -0.24710 -2.20495 -1.85150  -0.632
H 0.65790 -2.33995 -1.59850  0.388
H -0.74710 -2.44795 -1.05550  0.313
O -3.32510 -0.33995 0.50650  -0.762
H -3.22610 0.08405 -0.38950  0.400
H -2.70510 0.14805 1.06150  0.330
O 2.73690 1.28005 0.79150  -0.574
H 2.75890 1.52105 -0.11450  0.269
H 2.56290 2.09405 1.25850  0.307
O -2.23410 0.16705 -2.05150  -0.648
H -2.17810 -0.57795 -2.66550  0.399
H -1.42010 0.13305 -1.54450  0.256
O 2.80190 0.77105 -1.98550  -0.660
H 2.07290 0.92605 -2.60150  0.339
H 3.53790 0.44105 -2.44950  0.250
O -2.20110 -2.76495 0.00950  -0.760
H -2.64110 -3.01995 -0.80650  0.287
H -2.51710 -1.85595 0.20350  0.494
O 0.34890 -1.85195 1.23550  -0.517
H 1.30990 -1.90295 1.35750  0.238
H -0.07410 -2.65695 1.43350  0.214
O -0.22510 0.48205 -0.17650  0.622
H 0.56290 0.95805 -0.25350  0.055
H -0.08410 -0.30895 0.34150  -0.166


No. 5
ORCA calculation (ωB97M-V/def2-TZVPD) on a cluster of 14 separate species, H28O14 in total.

Properties
Frontier orbital gap   0.36053 Eh
2S+1   1
E_HOMO   -10.24 eV
Energy   -1070.1775 Eh
LUMO level   -0.431 eV
Total charge   0

Each line ends with the Mulliken charge.
Geometry (Å):
O 0.09850 4.30243 -1.11232  -0.683
H -0.51270 4.07938 -1.82178  0.309
H 0.54425 3.46202 -0.91439  0.406
O 1.79063 -2.83718 1.18468  -0.640
H 1.73489 -3.16351 2.08927  0.280
H 1.01909 -3.23758 0.71859  0.324
O -0.44408 -3.88164 -0.11154  -0.715
H -0.90194 -4.72514 -0.19004  0.277
H -1.11072 -3.20002 -0.38408  0.413
O -0.18444 -0.15008 0.42041  0.031
H 0.19188 0.63806 -0.01516  -0.001
H 0.49359 -0.83710 0.32951  0.173
O -3.16232 0.06547 0.49650  -0.578
H -3.87657 0.17783 1.13288  0.255
H -2.35772 0.12356 1.03403  0.270
O 4.09965 -1.34975 0.52093  -0.656
H 3.39782 -2.00640 0.73704  0.402
H 3.62286 -0.58476 0.18676  0.292
O 1.14391 -2.59684 -2.12389  -0.643
H 1.79568 -3.03050 -2.68722  0.268
H 0.73331 -3.29852 -1.59391  0.353
O -1.60514 -0.91235 2.70649  -0.658
H -0.95292 -0.53925 2.07667  0.337
H -1.27324 -0.69962 3.58487  0.314
O 1.81375 2.37994 2.01995  -0.644
H 2.00805 3.26462 2.35886  0.296
H 1.30034 1.94050 2.71015  0.282
O 1.73178 1.81345 -0.73115  -0.533
H 1.89121 2.07533 0.20725  0.263
H 2.57077 1.98221 -1.18387  0.286
O -2.53955 2.11745 -1.61269  -0.602
H -2.68912 3.03352 -1.86254  0.261
H -2.24922 2.15108 -0.67776  0.379
O 0.87219 0.03893 -2.97600  -0.656
H 1.16451 0.64535 -2.28850  0.266
H 0.96994 -0.86419 -2.60248  0.384
O -1.43717 2.85413 0.98198  -0.614
H -0.60577 2.73404 1.45370  0.265
H -1.40935 3.77726 0.68731  0.319
O -2.41649 -2.19705 -1.16048  -0.721
H -3.24127 -2.20046 -0.66190  0.341
H -2.01889 -1.34462 -0.92611  0.298


No. 6
ORCA calculation (ωB97M-V/def2-TZVPD) on a structure of composition H28O14 in a non-equilibrium geometry.

Properties
Frontier orbital gap   0.24317 Eh
2S+1   1
E_HOMO   -7.41 eV
Energy   -1069.8502 Eh
LUMO level   -0.798 eV
Total charge   0

Each line ends with the Mulliken charge.
Geometry (Å):
H -1.84625 0.18689 0.31521  0.198
H -0.35170 0.28933 0.57189  0.300
H 0.48698 1.59848 4.59878  0.305
H 0.74646 0.80646 3.32779  0.289
H -5.39442 1.61155 -1.61522  0.278
H -4.46906 0.81143 -0.71324  0.350
H -3.98141 2.02112 1.56710  0.313
H -3.23814 0.81271 1.02182  0.268
H 1.13628 2.28007 0.33944  0.267
H 1.83797 2.95593 -0.82714  0.253
H 3.54497 -0.62882 -1.09960  0.065
H 4.95361 -0.71757 -0.53578  0.337
H 2.83496 -2.05403 -0.91490  0.431
H 3.56780 -3.07910 -0.06507  0.311
H -0.28833 -2.40746 1.30090  0.385
H -1.35327 -1.74462 0.44265  0.382
H -4.02144 -2.10317 -0.72821  0.270
H -5.53052 -2.14591 -0.55237  0.317
H -0.27113 5.26655 -2.07530  0.294
H -1.34465 4.44153 -1.38469  0.299
H 2.54738 0.13260 0.04385  0.018
H 3.76731 -0.05842 0.93004  0.323
H 1.23044 -1.41183 0.59590  0.282
H 1.31947 -1.63708 2.09636  0.323
H 2.87827 1.79963 -2.06352  0.257
H 1.93035 0.88304 -1.30764  0.238
H -0.80970 -3.47407 -1.51584  0.194
H 0.26047 -3.18902 -0.47492  0.295
O -0.99853 0.23671 -0.14074  -0.533
O 0.16968 1.48539 3.69572  -0.602
O -4.92029 0.77394 -1.56410  -0.596
O -4.12494 1.13242 1.22271  -0.658
O 1.94434 2.75218 0.10890  -0.550
O 4.47178 -0.56637 -1.35673  -0.524
O 2.95947 -3.00389 -0.80889  -0.593
O -1.12430 -2.58505 0.85525  -0.713
O -4.82249 -2.46631 -1.12249  -0.601
O -0.40260 4.44516 -1.58844  -0.569
O 3.15358 0.61553 0.61682  -0.319
O 1.32560 -2.10815 1.25550  -0.611
O 2.82426 0.92332 -1.66583  -0.519
O -0.59826 -2.88112 -0.78598  -0.457